The following is a quantum chemistry calculation of the ion C4H10N with charge +2, from OMol25.

Output
orbital gap (alpha / beta)	0.55375 / 0.25762	Ha
energy relative to the best compared isomer or geometry (same formula, charge and spin)	1.645	eV
HOMO level (alpha / beta)	-0.84878 / -0.84950	hartree
largest force on an atom	2.10	eV/A
2S+1	2
charge	+2
expectation value of S²	0.75
LUMO (alpha / beta)	-8.03 / -16.11	eV

The geometry in XYZ format:
```
15
Properties=species:S:1:pos:R:3:forces:R:3
C -0.10581 0.19991 -1.25035 -0.08 -1.29 -0.29
N -0.10041 -1.14100 -0.50597 -0.07 0.10 -0.05
C 0.46421 -0.78449 0.83129 1.07 -0.30 -0.21
C 0.14315 0.64602 1.05326 -1.32 -0.64 -0.41
C -0.56213 1.14357 -0.16418 1.87 0.31 -0.92
H -0.65509 0.11097 -2.18193 -0.43 0.15 0.08
H 0.94141 0.32034 -1.53998 0.09 0.52 0.12
H -1.01295 -1.56866 -0.39245 -0.77 0.11 -0.04
H 0.41515 -1.85985 -1.01680 0.46 -0.04 0.04
H 0.25341 -1.48112 1.64209 -0.30 -0.24 0.00
H 1.58169 -0.90231 0.71073 -0.22 0.33 0.32
H 1.06040 1.32879 1.21904 -0.41 0.38 0.50
H -0.39962 0.80895 2.04125 0.83 0.27 0.26
H -1.67363 0.98927 -0.01386 -0.06 0.37 0.36
H -0.34979 2.18958 -0.43215 -0.65 -0.02 0.22
```
Forces are in eV/Å.

Löwdin atomic charge list, values in e, 5 entries: number 1, C, carries -0.03; number 2, N, carries 0.11; number 3, C, carries -0.04; number 4, C, carries -0.04; number 5, C, carries -0.05


The following is a quantum chemistry calculation of the ion C6H11N2 with charge +1, from OMol25.

Output
orbital gap (alpha / beta)	0.23839 / 0.24027	Ha
energy relative to the best compared isomer or geometry (same formula, charge and spin)	1.456	eV
HOMO level (alpha / beta)	-0.36087 / -0.51512	hartree
largest force on an atom	6.30	eV/A
2S+1	3
charge	+1
expectation value of S²	2.02
LUMO (alpha / beta)	-3.33 / -7.48	eV

The geometry in XYZ format:
```
19
Properties=species:S:1:pos:R:3:forces:R:3
C 0.85152 -0.55530 -1.02684 4.64 2.30 1.49
C 1.98722 0.47974 0.97083 0.59 0.60 1.54
C -1.60992 -0.84678 -0.49646 3.56 -0.53 0.23
C 2.42525 1.91917 0.82291 0.72 0.13 0.25
C -1.65511 -0.54585 0.95591 0.40 -0.60 0.19
C -2.70429 -0.88464 -1.26057 -0.38 -0.33 -1.46
N 1.32629 -0.15106 0.13149 -1.63 -1.40 0.48
N -0.37931 -0.95076 -1.19221 -5.98 -1.00 1.68
H 1.61285 -0.65663 -1.75148 -0.02 -0.06 -1.41
H 2.33025 2.18601 -0.22415 0.09 0.19 -0.12
H 3.50868 1.80837 1.07581 -0.71 1.01 -0.03
H 1.86982 2.73010 1.42996 0.94 -1.74 -0.55
H -2.64050 -0.63451 1.41858 -0.07 -0.07 -0.57
H -1.43099 0.51192 0.90483 0.60 0.42 1.09
H -0.98257 -1.20567 1.56020 -0.12 1.05 -0.56
H -3.63482 -0.87699 -0.80625 -1.67 0.09 0.70
H -2.66230 -0.87184 -2.32588 0.01 -0.18 -0.59
H 2.31940 -0.09697 1.87765 -0.67 0.71 -0.47
H -0.53145 -1.35830 -2.06432 -0.30 -0.60 -1.89
```
Forces are in eV/Å.

Löwdin atomic charge list, values in e, 5 entries: number 1, C, carries -0.16; number 2, C, carries -0.15; number 3, C, carries -0.28; number 4, C, carries -0.04; number 5, C, carries -0.01


- The highest largest force on an atom belongs to which entry?
  C6H11N2


Copy entry 1 word for word.
The following is a quantum chemistry calculation of the ion C4H10N with charge +2, from OMol25.

Output
orbital gap (alpha / beta)	0.55375 / 0.25762	Ha
energy relative to the best compared isomer or geometry (same formula, charge and spin)	1.645	eV
HOMO level (alpha / beta)	-0.84878 / -0.84950	hartree
largest force on an atom	2.10	eV/A
2S+1	2
charge	+2
expectation value of S²	0.75
LUMO (alpha / beta)	-8.03 / -16.11	eV

The geometry in XYZ format:
```
15
Properties=species:S:1:pos:R:3:forces:R:3
C -0.10581 0.19991 -1.25035 -0.08 -1.29 -0.29
N -0.10041 -1.14100 -0.50597 -0.07 0.10 -0.05
C 0.46421 -0.78449 0.83129 1.07 -0.30 -0.21
C 0.14315 0.64602 1.05326 -1.32 -0.64 -0.41
C -0.56213 1.14357 -0.16418 1.87 0.31 -0.92
H -0.65509 0.11097 -2.18193 -0.43 0.15 0.08
H 0.94141 0.32034 -1.53998 0.09 0.52 0.12
H -1.01295 -1.56866 -0.39245 -0.77 0.11 -0.04
H 0.41515 -1.85985 -1.01680 0.46 -0.04 0.04
H 0.25341 -1.48112 1.64209 -0.30 -0.24 0.00
H 1.58169 -0.90231 0.71073 -0.22 0.33 0.32
H 1.06040 1.32879 1.21904 -0.41 0.38 0.50
H -0.39962 0.80895 2.04125 0.83 0.27 0.26
H -1.67363 0.98927 -0.01386 -0.06 0.37 0.36
H -0.34979 2.18958 -0.43215 -0.65 -0.02 0.22
```
Forces are in eV/Å.

Löwdin atomic charge list, values in e, 5 entries: number 1, C, carries -0.03; number 2, N, carries 0.11; number 3, C, carries -0.04; number 4, C, carries -0.04; number 5, C, carries -0.05